Here is a structure of composition C45H49BI2N5O6Zr from the Open Molecules 2025 dataset. Energies are from wB97M-V/def2-TZVPD.

XYZ file:
```
109
Properties=species:S:1:pos:R:3:forces:R:3:mulliken_charge:R:1
I -0.91779 1.77807 -2.75008 -0.3 0.2 -0.2 0.11
I -3.48161 1.33791 -0.35693 0.0 0.2 -0.2 0.03
Zr 0.24597 -0.29238 0.11552 0.1 0.2 0.1 -2.03
O -2.36460 -1.72218 -1.80623 -0.1 -0.1 0.0 -1.10
O 4.16439 -1.82909 -0.79255 -0.1 0.1 -0.1 -0.79
O 0.89988 -2.11872 0.83620 0.3 -0.1 0.0 0.19
O -0.57613 -1.55669 -3.16702 0.0 -0.1 -0.1 0.85
O 0.80331 -4.27867 1.41070 0.0 0.1 0.0 -0.77
O 1.21329 3.50914 2.48015 0.1 0.0 0.1 -0.84
N 2.10395 -0.84872 -1.26800 0.0 0.2 0.0 1.90
N -1.62853 -1.76560 0.78703 -0.2 0.4 0.1 -0.18
N 2.27684 0.58711 0.86419 -0.2 -0.5 0.0 1.37
N 0.40229 2.36229 0.63446 0.0 -0.3 -0.2 2.38
N -0.42215 0.13413 2.12330 -0.1 -0.2 -0.1 0.55
C 3.25879 -0.29440 0.73953 0.1 0.0 0.0 0.26
C -1.39982 0.57715 4.29599 0.0 0.0 0.0 0.15
C -1.37851 1.79669 4.96691 -0.1 0.0 0.0 0.26
C 4.34564 0.63319 2.62929 -0.1 0.1 0.0 -0.92
C 3.35313 1.60594 2.69194 0.0 0.0 -0.1 -0.30
C 2.69321 0.19196 5.74585 0.0 0.0 0.0 -1.05
C -1.45517 3.98041 0.93776 0.1 0.0 0.0 0.99
C -1.56210 -2.26558 -3.93673 0.0 0.0 -0.1 1.74
C -0.28568 0.15899 3.36747 0.3 0.0 0.3 -0.58
C 2.61739 -2.15269 -5.24233 0.0 0.0 0.0 -0.92
C 2.71109 -0.81195 -4.92322 0.0 0.0 0.0 -1.20
C -3.47021 1.27340 6.03319 0.0 0.0 0.0 -0.55
C -2.87181 -2.05732 -3.11194 0.0 0.0 0.0 1.47
C 2.55457 -0.37736 -3.60902 0.0 0.0 0.0 1.55
C -2.40793 2.14249 5.82774 0.0 0.0 0.0 -1.03
C 1.54657 3.95029 -1.37381 0.0 0.0 0.0 -1.22
C 0.96964 -0.25051 4.11373 0.0 -0.1 -0.1 0.79
C -0.31254 3.53069 0.25918 -0.1 0.2 0.2 -0.91
C 2.71188 -1.87432 4.53023 0.0 0.1 0.0 -0.64
C 2.30575 1.53266 1.79008 0.1 0.0 0.1 -0.03
C -1.89886 3.30423 2.19676 -0.1 -0.1 -0.1 -1.21
C 1.54601 0.58065 5.07290 0.0 0.0 0.1 0.13
C -3.49682 0.05525 5.37152 0.0 0.0 0.0 -0.86
C 3.28325 -1.03382 5.47385 0.0 -0.1 0.0 -0.55
C -2.10052 5.13592 0.50584 0.0 0.0 -0.1 -0.77
C -2.76814 2.50839 -1.99214 0.2 -0.1 0.1 -0.99
C -1.21502 -3.15927 0.74405 0.2 -0.2 0.0 -0.41
C 0.22338 4.32097 -0.77253 0.0 -0.1 0.0 1.26
C 2.36615 -3.07366 -4.23512 0.0 0.0 0.0 -0.69
C -1.57431 -1.66479 -5.33289 0.0 0.0 0.1 -1.93
C 2.25092 -1.30652 -2.61045 0.0 0.0 -0.1 -1.60
C 2.75680 1.07849 -3.28808 0.0 0.0 0.0 -1.18
C 1.56094 -1.48466 3.86120 0.0 0.0 0.0 -0.12
C -1.11982 -3.72369 -4.01484 0.0 0.1 0.0 -1.72
C -3.71876 -0.88520 -3.59562 0.1 0.0 0.0 -1.70
C 1.20867 2.56217 1.68217 -0.1 0.0 -0.1 -0.39
C -3.76083 -3.28481 -2.97204 0.1 0.1 0.0 -2.07
C 1.84116 -3.66865 -1.85858 -0.1 0.0 0.0 -1.13
C 4.31562 -0.33171 1.63274 -0.1 0.1 -0.1 -0.60
C -1.61616 5.87040 -0.56438 -0.1 0.0 0.0 -0.95
C 0.28985 -3.24486 1.03684 -0.5 -0.2 0.2 0.85
C 2.17046 -2.66821 -2.92418 0.0 -0.1 0.0 1.83
C -0.44618 5.46549 -1.18694 0.0 0.0 -0.1 -0.93
C 3.20090 -1.10980 -0.52735 0.2 -0.1 0.2 -0.67
C -2.46442 -0.28944 4.51139 0.0 0.1 0.0 -0.41
B -1.01669 -1.32379 -1.88142 0.0 0.3 0.1 1.12
H 2.31235 -4.13126 -4.46911 0.0 0.0 0.0 0.45
H -3.22599 -4.11543 -2.51985 0.0 -0.1 0.0 0.34
H -0.15112 -3.76423 -4.50974 0.0 0.0 0.0 0.44
H -1.77623 -3.79581 1.43247 0.1 0.0 0.0 0.58
H -0.03322 6.05147 -2.00017 0.0 0.0 0.0 0.41
H 4.18412 -1.33142 5.99582 0.0 0.0 0.0 0.41
H -4.32111 -0.62873 5.52643 0.0 0.0 0.0 0.42
H -2.38805 3.10118 6.32921 0.0 0.0 0.0 0.41
H -2.96909 3.42756 2.37067 0.0 0.0 0.0 0.44
H 0.87744 -3.41847 -1.40641 0.1 0.0 -0.1 -0.32
H -3.49755 2.47460 -2.79320 0.0 -0.1 0.0 0.73
H 3.15433 -2.83452 4.30210 0.0 0.0 0.0 0.46
H -1.83084 -4.32841 -4.57653 -0.1 0.0 -0.1 0.39
H 1.83861 1.65715 -3.42453 0.0 0.0 0.0 -0.07
H 5.15338 0.64255 3.34928 0.0 0.0 0.0 0.42
H -2.60677 3.51954 -1.63157 0.0 -0.1 0.1 0.44
H 1.77759 -4.67519 -2.27294 0.0 0.0 0.0 0.48
H -2.98641 5.46467 1.03600 0.0 0.0 0.0 0.39
H -4.14128 -1.08388 -4.58085 0.0 0.0 0.0 0.36
H 3.13509 0.85480 6.47909 0.0 0.0 0.0 0.39
H 5.08066 -1.08349 1.50843 0.0 0.0 0.0 0.60
H -3.12154 0.02367 -3.64779 0.0 0.0 0.0 -0.06
H 1.63582 2.87117 -1.48300 0.0 0.1 0.0 -0.34
H 1.68648 4.42614 -2.34495 0.0 0.0 0.0 0.41
H 2.94154 -0.08433 -5.69330 0.0 0.0 0.0 0.45
H -1.78684 -1.44790 1.74225 -0.1 0.0 -0.2 -0.05
H -4.27435 1.54609 6.70395 0.0 0.0 0.0 0.39
H -1.36449 -3.54550 -0.26700 0.0 0.0 0.0 -0.33
H 1.10818 1.54797 5.28072 0.1 -0.1 0.0 0.37
H -2.13065 6.76384 -0.89571 0.0 0.0 0.0 0.35
H -4.53125 -0.71886 -2.88883 0.0 0.0 0.0 0.48
H 3.07841 1.21616 -2.25790 0.0 0.0 0.0 0.05
H -0.57066 2.49120 4.77705 -0.1 0.0 0.0 0.32
H -4.60869 -3.03621 -2.33393 0.0 0.0 0.0 0.47
H -1.00324 -4.14834 -3.01879 0.0 0.0 0.1 0.16
H 2.35704 4.26953 -0.71397 0.0 0.0 0.0 0.37
H -2.31968 -2.15181 -5.96351 0.0 0.0 0.0 0.35
H 2.58428 -3.66003 -1.06108 0.0 0.0 0.0 0.34
H -2.45658 -1.60442 0.21560 0.1 -0.1 0.1 0.01
H 3.50487 1.51560 -3.95094 0.0 0.0 0.0 0.51
H 3.35589 2.40495 3.41916 0.0 0.0 0.0 0.66
H -1.65858 2.24034 2.17325 0.0 0.1 0.0 -0.66
H 1.11878 -2.15118 3.14057 0.0 0.0 -0.1 0.42
H 2.76231 -2.48391 -6.26264 0.0 0.0 0.0 0.37
H -1.36226 3.75047 3.03350 0.1 0.0 0.0 0.41
H -2.48318 -1.24490 4.00045 0.0 0.0 0.0 0.43
H -4.14439 -3.60186 -3.94241 0.0 0.0 -0.1 0.36
H -0.59002 -1.81091 -5.77665 0.0 0.0 0.0 0.45
H -1.77367 -0.59507 -5.30399 0.0 0.0 0.0 0.28
```
Forces are in eV/Å.

Results
Strongest force on any atom   0.011 Eh/bohr
LUMO   1.8 eV
Energy above the lowest of the compared OMol25 structures with the same formula, charge and spin   114.39 kcal per mole
Net charge   -1
2S+1   1
Electronic energy   -85363.48017 eV
HOMO level   -0.188 hartree

---

Here is a structure of composition C3H3CoFO3 at a distorted geometry from the Open Molecules 2025 dataset. Energies are from wB97M-V/def2-TZVPD.

XYZ file:
```
11
Properties=species:S:1:pos:R:3:forces:R:3:mulliken_spin:R:1
Co -2.01814 2.65996 -1.16631 -0.3 0.6 -0.7 2.82
F 0.83484 -1.87619 1.49412 0.0 0.9 -0.5 0.00
O -0.62099 -0.28350 0.83875 -3.5 3.1 3.2 0.01
O -1.72238 1.63576 0.29992 -1.6 1.4 0.7 0.14
O -0.33915 0.61582 -1.09840 0.7 -0.9 0.6 0.02
C 0.79579 -0.68907 0.90144 -1.5 -0.6 -1.2 0.00
C 0.65044 -0.75050 -0.58200 4.8 0.1 -3.0 0.01
C -0.92612 0.74562 0.02620 2.8 -5.0 1.1 -0.01
H 1.43337 0.05038 1.39079 -0.1 -0.1 -0.1 0.00
H 0.37357 -1.72067 -1.00001 -1.0 0.4 0.1 0.00
H 1.53879 -0.38761 -1.10450 -0.3 0.0 -0.3 0.00
```
Forces are in eV/Å.

Results
Strongest force on any atom   0.114 Eh/bohr
LUMO (alpha / beta)   -12.2 / -13.4 eV
Net charge   +2
2S+1   4
Electronic energy   -49622.19410 eV
HOMO level (alpha / beta)   -0.749 / -0.748 hartree

---

Here is a structure of composition C12H14BCl3N6O2Ti at a distorted geometry from the Open Molecules 2025 dataset. Energies are from wB97M-V/def2-TZVPD.

XYZ file:
```
39
Properties=species:S:1:pos:R:3:forces:R:3:mulliken_spin:R:1
Ti -0.24915 0.97733 -0.42939 -0.3 1.2 0.8 0.81
Cl -1.21621 4.47009 -0.35347 0.2 -0.1 0.2 0.01
Cl 0.67464 4.67954 1.91620 -0.4 -0.4 -0.2 0.00
Cl -2.07112 5.44534 2.20413 0.0 0.0 0.0 0.00
O -1.04963 1.80665 1.07959 0.9 0.5 -0.4 -0.02
O -2.10115 2.73142 2.86598 0.9 -1.0 -1.4 0.00
N -1.43180 -1.51158 -0.34735 -0.4 0.4 0.1 0.01
N 1.11012 -0.72900 1.31092 1.9 -0.1 3.4 0.27
N 0.80499 -0.18831 -1.88676 0.3 -0.4 -0.4 -0.01
N 0.75130 -1.55091 -1.68774 -0.2 0.5 0.1 0.02
N 0.82044 -1.97163 0.82533 0.3 -3.0 1.0 0.06
N -1.66017 -0.17632 -0.30390 -2.0 -1.8 -0.3 0.13
C 1.27957 -2.94886 1.64225 -2.0 0.8 -3.5 0.26
C -1.00864 4.30195 1.43690 -0.4 -0.5 -0.2 0.00
C 1.77822 -0.95206 2.48229 -1.0 1.6 -1.7 0.13
C 1.90088 -2.33845 2.73221 0.7 0.8 1.0 0.30
C -2.60603 -2.09936 -0.19106 -0.4 0.0 0.1 0.00
C 1.53994 0.00869 -3.02059 -0.4 -0.9 0.6 0.00
C -1.43533 2.79387 1.86322 -0.7 1.9 1.5 0.01
C 1.41225 -2.18543 -2.66993 0.0 0.7 0.0 0.00
C -2.98435 0.09859 -0.10826 1.0 -1.6 -0.2 0.01
C 1.42315 2.18680 -0.38020 0.5 1.9 -1.3 -0.01
C 1.93554 -1.22822 -3.54275 -0.3 0.2 0.5 0.01
C -3.60545 -1.12836 -0.03597 -0.1 0.0 -0.1 0.00
B -0.01210 -2.14134 -0.48231 -0.5 -0.9 -1.0 0.01
H 2.16292 2.05797 -1.21053 -0.3 0.6 1.2 -0.01
H -4.64551 -1.29369 0.10643 -0.5 -0.2 0.1 0.00
H 1.45744 3.09401 0.26555 0.7 -0.7 -0.6 0.00
H -0.18288 -3.31532 -0.65708 0.2 0.1 0.1 0.00
H 2.14051 -0.13793 3.10150 -0.1 -0.1 -0.2 0.01
H 2.36715 -2.84344 3.56124 0.1 0.1 0.1 -0.01
H 0.33864 2.54403 -1.04288 2.6 -0.2 1.2 0.01
H 1.51010 1.24147 0.30546 0.0 1.4 -0.8 0.03
H 1.71861 1.01028 -3.39279 0.0 -0.2 0.0 0.00
H 1.45653 -3.26435 -2.67325 0.1 0.1 -0.1 0.00
H 1.12236 -3.98642 1.37999 0.1 0.0 0.1 0.00
H -2.64084 -3.16358 -0.20318 -0.3 -0.5 0.1 0.00
H 2.51495 -1.41617 -4.42689 0.0 0.0 -0.1 0.00
H -3.31993 1.12269 -0.03295 -0.1 -0.2 0.0 -0.01
```
Forces are in eV/Å.

Results
Strongest force on any atom   0.080 Eh/bohr
LUMO (alpha / beta)   -7.6 / -11.4 eV
Net charge   +2
2S+1   3
Electronic energy   -87047.98016 eV
HOMO level (alpha / beta)   -0.575 / -0.581 hartree

---

Here is a structure of composition C33H47AsF2N6S2Si3Tl at a distorted geometry from the Open Molecules 2025 dataset. Energies are from wB97M-V/def2-TZVPD.

XYZ file:
```
95
Properties=species:S:1:pos:R:3:forces:R:3:mulliken_charge:R:1
Tl 1.16570 -0.81450 0.59221 0.2 -0.3 -0.1 0.52
As -1.37959 0.95811 -1.57895 -0.1 0.1 -0.3 0.37
S -2.03518 -2.62689 0.00133 0.2 0.1 -0.4 -0.26
S 2.72208 -1.51630 3.09745 0.0 0.0 -0.2 -0.38
Si -0.40414 3.09930 -1.69103 0.4 0.9 0.2 0.45
Si -0.97873 0.02623 -3.71156 0.0 -0.3 -0.8 0.29
Si -3.68915 1.38145 -1.78271 -1.1 0.0 0.3 0.29
F 4.60414 -4.42203 -2.45654 0.0 0.1 -0.1 -0.39
F 1.27192 -6.70387 -0.13142 0.0 0.0 0.0 -0.38
N -1.48381 -2.75531 2.69458 -0.3 -0.2 0.2 0.30
N 3.48513 -0.81548 -0.79271 0.2 0.0 0.1 -0.19
N -0.24303 -2.14033 2.67634 -0.3 -0.2 -0.3 0.04
N 0.55296 0.65012 3.58688 -0.4 -0.1 0.0 0.14
N -3.31467 -3.67933 2.11261 0.4 0.2 0.1 0.30
N -3.24840 -3.83238 3.46866 -0.3 -0.2 0.2 -0.97
C 1.37351 -4.34261 0.05492 -0.3 0.3 0.2 -0.15
C -2.03546 0.82133 -5.08254 0.1 0.0 0.3 -1.15
C -0.42079 1.52868 3.65483 0.2 -0.2 -0.2 0.49
C 2.82728 -0.04492 4.00769 0.2 -0.1 0.2 0.82
C 4.72379 0.59980 -2.26148 0.0 0.0 0.0 -0.81
C 1.99943 2.14738 4.81938 -0.2 -0.2 -0.2 1.10
C 4.00734 0.23541 4.69352 -0.2 0.0 -0.2 -0.70
C 0.83504 0.09370 -4.26048 -0.1 0.2 0.4 -0.62
C 4.28010 -1.67353 -2.85512 0.0 0.0 -0.1 -0.72
C 4.83543 -0.44693 -3.16681 0.0 0.0 0.1 -0.32
C -2.25887 -3.02031 1.58501 -0.1 0.0 0.1 -0.27
C -2.13846 -3.26513 3.79736 0.2 0.1 0.1 0.95
C 0.26786 3.42563 0.05101 -0.2 -0.3 -0.1 -0.86
C 1.76497 0.92289 4.12378 0.3 0.2 0.3 -0.93
C -4.51800 2.53723 -3.05073 0.5 0.0 -0.1 -1.12
C 1.06494 3.27548 -2.87827 -0.3 -0.4 0.0 -0.86
C 3.22741 2.38006 5.46462 0.3 0.0 0.1 -0.87
C 3.61948 -1.84833 -1.62960 0.1 0.1 -0.2 0.46
C -0.25208 2.78894 4.26120 0.1 0.2 0.2 -0.74
C 4.02363 0.35841 -1.09235 0.0 0.1 -0.1 -0.32
C 2.93109 -5.56165 -1.32804 0.0 -0.1 -0.1 -0.79
C 1.85027 -5.52065 -0.47096 0.1 0.0 0.0 0.34
C 3.49199 -4.34976 -1.66643 -0.1 0.0 0.2 0.26
C 1.92641 -3.10203 -0.28189 0.2 0.0 -0.2 -0.94
C -1.41959 -1.80714 -3.62823 0.0 0.3 0.3 -0.79
C -4.24751 2.09718 -0.11063 0.4 -0.1 -0.2 -1.12
C -1.58010 4.53890 -2.09369 -0.1 -0.4 0.0 -1.14
C -4.53182 -0.31051 -1.95279 0.4 0.1 -0.1 -0.90
C -1.73676 1.14103 3.04004 0.1 0.0 -0.1 -0.99
C -1.61316 -3.13540 5.17710 0.0 0.0 -0.1 -1.09
C 0.94510 3.08636 4.84506 0.0 0.0 -0.1 -0.99
C 4.20144 1.41536 5.41419 -0.1 0.3 0.1 -0.52
C 3.00838 -3.12802 -1.20012 -0.2 0.0 0.1 0.57
H -1.74167 0.48313 -6.07885 0.1 -0.1 0.0 0.44
H -2.01395 4.43413 -3.09021 0.0 0.0 0.0 0.26
H -4.14477 1.34732 0.67551 0.0 0.0 0.0 0.24
H 4.35241 -2.48715 -3.55896 0.0 0.0 0.0 0.42
H -5.60295 2.49517 -2.93100 0.0 -0.1 0.1 0.38
H -1.05553 5.49557 -2.05060 0.1 0.0 0.0 0.40
H -1.54073 -2.08244 5.45364 0.1 0.0 0.0 0.19
H -1.95961 1.91087 -5.06060 0.0 0.0 0.0 0.27
H -2.36264 2.02090 2.89656 -0.1 0.0 0.0 0.44
H -3.08598 0.55809 -4.94252 0.0 0.0 0.0 0.23
H 1.10799 4.04055 5.33456 0.0 0.0 0.0 0.37
H -2.43738 -1.95995 -3.26629 0.0 0.0 0.0 0.25
H -3.99570 -1.03861 -1.33873 -0.1 0.0 0.0 0.07
H -3.62190 2.95007 0.16591 0.0 0.0 0.1 0.27
H 1.68944 2.38037 -2.85349 0.1 0.0 0.0 0.01
H 0.53826 -4.39992 0.74782 0.0 0.0 -0.1 0.22
H -1.56733 0.65980 2.07218 0.0 0.0 0.0 0.02
H 3.38815 3.31503 5.98897 0.0 0.0 0.0 0.34
H -2.40169 4.57304 -1.37424 0.0 0.0 0.0 0.27
H 0.51183 -2.73629 2.99611 0.0 0.0 0.0 0.19
H 0.77871 2.53400 0.42646 0.0 0.0 0.0 0.05
H -0.61740 -3.57317 5.25134 0.0 0.0 0.0 0.28
H -0.54577 3.64498 0.74734 0.0 0.0 0.0 0.19
H -2.28982 -3.64377 5.85859 0.0 0.0 0.0 0.37
H -1.31905 -2.30669 -4.59372 0.0 0.1 -0.1 0.39
H -4.20711 3.57214 -2.89617 0.0 0.0 0.0 0.31
H 1.05720 -0.73252 -4.93849 -0.1 -0.1 0.0 0.43
H -5.28562 2.43292 -0.13974 0.0 0.0 -0.1 0.43
H 3.33303 -6.49018 -1.70639 0.0 0.0 0.0 0.50
H 0.73152 3.42465 -3.90753 0.0 0.0 0.0 0.28
H -0.19701 -1.24189 3.15858 0.0 0.1 0.0 0.05
H 3.88270 1.14357 -0.35448 0.0 0.0 0.0 0.51
H -4.28900 2.27017 -4.08236 0.0 0.0 0.0 0.31
H -4.07729 -4.04994 1.57871 0.0 0.0 0.0 0.17
H 5.35575 -0.30908 -4.10692 0.0 0.0 0.0 0.39
H 1.09050 1.02303 -4.77124 0.0 0.0 0.0 0.39
H -0.75288 -2.30367 -2.91946 0.0 0.0 0.0 0.04
H 5.15289 1.57275 -2.46046 0.0 0.0 0.0 0.41
H 0.97125 4.26023 0.08306 0.0 0.1 -0.1 0.44
H 5.14013 1.57299 5.93351 0.0 0.0 0.0 0.34
H -5.57351 -0.28548 -1.62585 0.0 0.1 0.0 0.40
H 1.68721 4.12625 -2.59528 -0.1 0.1 0.1 0.42
H -1.07252 3.49586 4.27427 0.0 0.0 0.0 0.46
H 1.49816 -0.01059 -3.39702 0.1 0.0 0.0 -0.25
H -4.51400 -0.66955 -2.98448 0.0 0.0 0.0 0.23
H -2.27155 0.43632 3.68375 0.0 0.0 0.0 0.25
H 4.79973 -0.49869 4.63355 0.0 0.0 0.0 0.44
```
Forces are in eV/Å.

Results
Strongest force on any atom   0.022 Eh/bohr
LUMO   2.4 eV
Energy above the lowest of the compared OMol25 structures with the same formula, charge and spin   13.05 kcal per mole
Net charge   -1
2S+1   1
Electronic energy   -160200.15172 eV
HOMO level   -0.139 hartree

---

What is the 2S+1 in the fourth record? 1